Record 1
{
  "formula": "C35H36ClNO8P2PdS",
  "method": "ωB97M-V with the def2-TZVPD basis set",
  "energy_ha": -3680.62984,
  "homo_energy_ev": [-8.442, -8.442],
  "orbital_gap_ha": [0.2352, 0.2353],
  "relative_energy_kj_mol": 258.9,
  "lumo_ev": [-2.0, -2.0],
  "elements": ["Pd", "O", "Cl", "O", "O", "O", "C", "P", "C", "C", "C", "C", "C", "C", "C", "C", "C", "C", "C", "C", "P", "C", "C", "C", "C", "C", "C", "C", "C", "C", "C", "C", "C", "H", "H", "H", "H", "H", "H", "H", "H", "H", "H", "H", "H", "H", "H", "H", "H", "H", "H", "H", "H", "H", "H", "C", "N", "C", "C", "O", "H", "H", "H", "H", "H", "H", "H", "C", "C", "C", "C", "C", "C", "C", "S", "O", "O", "O", "H", "H", "H", "H", "H", "H", "H"],
  "xyz": [[-0.08787, -1.24149, 2.20998], [-0.29749, -4.88359, 3.65536], [-0.28327, -3.59469, 3.09579], [0.99074, -3.34858, 2.48813], [-0.49615, -2.61489, 4.11642], [-1.28643, -3.49432, 2.08702], [1.27554, -0.45639, -1.24697], [0.49663, -1.67680, -0.10755], [-1.09775, -2.08147, -0.90060], [-1.14414, -2.62439, -2.18256], [-2.36149, -2.92039, -2.76764], [-3.53681, -2.70866, -2.06725], [-3.49630, -2.18783, -0.78504], [-2.28357, -1.85637, -0.20408], [1.53481, -3.15123, -0.34665], [0.96166, -4.41905, -0.39818], [1.76415, -5.54545, -0.42508], [3.14425, -5.42170, -0.37307], [3.72091, -4.16177, -0.31444], [2.92378, -3.03225, -0.29862], [0.28308, 1.10160, -1.56289], [-0.91789, 0.44224, -2.81418], [-2.27663, 0.63886, -2.59843], [-3.20567, 0.24550, -3.54670], [-2.78782, -0.34256, -4.72657], [-1.43605, -0.53763, -4.95409], [-0.50873, -0.14400, -4.00882], [1.37687, 1.82537, -2.86471], [2.66267, 1.41472, -3.19337], [3.35813, 2.03505, -4.21788], [2.78937, 3.08229, -4.91873], [1.52266, 3.52676, -4.57448], [0.82939, 2.90570, -3.55507], [1.51095, -0.96342, -2.18667], [2.19538, -0.13247, -0.75310], [-0.23031, -2.82579, -2.72237], [-2.39482, -3.31263, -3.77334], [-4.48592, -2.94903, -2.52529], [-4.41886, -2.05503, -0.23769], [-2.25940, -1.43114, 0.80120], [-0.11516, -4.51376, -0.40860], [1.31020, -6.52436, -0.46768], [3.77566, -6.29999, -0.38349], [4.79610, -4.06219, -0.26071], [3.38335, -2.05708, -0.22464], [-2.60049, 1.10936, -1.68043], [-4.25865, 0.40724, -3.37080], [-3.51133, -0.64532, -5.46780], [-1.10378, -0.99076, -5.87722], [0.54390, -0.27703, -4.21717], [3.14436, 0.61004, -2.65931], [4.35081, 1.69143, -4.47245], [3.33254, 3.55722, -5.72150], [1.07903, 4.35766, -5.10496], [-0.15975, 3.25214, -3.28246], [2.98901, 0.54910, 5.85259], [3.22584, 0.13706, 4.49164], [4.25264, 0.83724, 3.75480], [2.34424, -0.61855, 3.83303], [2.42628, -0.85773, 2.63092], [3.91977, 0.92121, 6.27519], [2.63885, -0.29177, 6.44852], [2.24104, 1.34353, 5.89977], [5.18245, 0.83192, 4.32275], [3.94666, 1.86510, 3.55893], [4.40244, 0.32258, 2.80931], [1.57394, -1.07453, 4.49075], [-4.29066, 5.99457, 2.34412], [-3.35968, 4.82170, 2.34930], [-2.09475, 4.91199, 2.91963], [-1.25165, 3.81207, 2.94388], [-1.67351, 2.62137, 2.38954], [-2.92265, 2.51593, 1.80806], [-3.76517, 3.61077, 1.79112], [-0.69062, 1.13784, 2.46138], [-1.63314, 0.11304, 2.95017], [0.44286, 1.33792, 3.33581], [-0.29567, 0.79507, 1.07629], [-3.76786, 6.92001, 2.56732], [-5.06136, 5.86414, 3.10350], [-4.78349, 6.08041, 1.37815], [-1.77350, 5.84464, 3.35971], [-0.27259, 3.84279, 3.39573], [-3.21102, 1.56131, 1.39822], [-4.75311, 3.53161, 1.35726]],
  "forces_ev_per_angstrom": [[2.875, -1.792, -4.580], [0.050, -0.993, 0.482], [-0.549, -2.723, 1.197], [1.315, 0.757, -0.569], [-0.381, 0.882, 1.310], [-1.060, 0.274, -0.919], [-0.287, 0.484, 1.021], [-0.799, -0.206, 0.426], [-0.031, 0.072, 0.626], [0.103, -0.057, 0.095], [0.095, -0.065, -0.001], [-0.014, -0.012, 0.125], [-0.151, -0.033, -0.041], [0.127, 0.148, 0.271], [0.014, 0.181, 0.520], [-0.183, 0.128, -0.016], [0.030, -0.071, -0.036], [-0.021, 0.084, -0.077], [0.084, -0.034, -0.012], [-0.119, 0.175, 0.027], [0.129, 0.010, -1.010], [-0.030, 0.123, 0.100], [0.194, 0.028, 0.108], [-0.140, 0.036, -0.130], [-0.065, 0.072, 0.016], [0.120, -0.014, -0.137], [-0.062, -0.008, -0.035], [0.148, 0.062, 0.280], [-0.122, -0.029, 0.124], [0.168, 0.054, -0.160], [0.102, -0.010, -0.030], [-0.076, 0.062, -0.044], [-0.034, 0.030, 0.082], [-0.013, -0.199, 0.191], [0.086, -0.026, -0.092], [0.105, 0.009, -0.071], [0.040, -0.054, -0.046], [-0.059, -0.027, -0.009], [0.005, 0.094, 0.079], [-0.054, -0.156, -0.299], [-0.042, -0.081, 0.068], [-0.050, -0.054, 0.006], [-0.031, -0.035, 0.027], [0.029, 0.030, -0.022], [0.053, 0.063, 0.060], [-0.054, 0.031, 0.103], [-0.109, 0.007, 0.052], [-0.092, -0.030, -0.091], [0.037, -0.031, -0.083], [0.123, -0.001, -0.017], [0.024, -0.127, 0.044], [0.075, -0.011, -0.008], [0.058, 0.048, -0.070], [-0.045, 0.039, -0.015], [-0.083, 0.047, -0.044], [-0.275, 0.056, 0.213], [0.244, 0.114, 0.005], [0.012, -0.075, -0.175], [0.189, -0.452, 0.019], [-0.286, -0.022, -0.039], [0.008, -0.077, 0.066], [-0.003, -0.012, 0.040], [0.014, 0.074, 0.030], [-0.003, 0.033, 0.028], [0.046, 0.122, -0.049], [0.022, 0.088, 0.002], [0.172, 0.199, -0.254], [-0.064, -0.039, 0.079], [0.131, 0.003, 0.017], [-0.091, -0.111, -0.075], [0.229, -0.167, 0.059], [0.351, -0.302, -0.013], [-0.169, -0.038, -0.099], [0.131, -0.032, 0.021], [-0.581, 1.579, 0.686], [-0.888, 0.734, 0.356], [-0.111, 0.597, 0.082], [-0.273, 0.226, 0.331], [0.046, 0.100, -0.053], [-0.103, 0.011, 0.020], [-0.062, 0.113, -0.038], [0.043, 0.095, 0.025], [0.097, 0.142, 0.095], [-0.224, -0.085, -0.092], [-0.034, -0.027, -0.063]]
}

---

Record 2
{
  "formula": "C50H67As3IMgN3O2S4",
  "method": "ωB97M-V with the def2-TZVPD basis set",
  "energy_ha": -11057.59549,
  "homo_energy_ev": -10.663,
  "orbital_gap_ha": 0.2269,
  "relative_energy_kj_mol": 276.2,
  "lumo_ev": -4.5,
  "charge": 2,
  "elements": ["Mg", "C", "As", "C", "C", "C", "C", "C", "As", "C", "C", "C", "As", "C", "C", "H", "H", "H", "H", "H", "H", "H", "H", "H", "H", "H", "H", "H", "H", "H", "H", "H", "H", "H", "H", "H", "H", "H", "H", "H", "H", "H", "S", "C", "N", "C", "C", "N", "C", "C", "C", "C", "C", "C", "C", "C", "S", "C", "C", "C", "C", "C", "C", "C", "H", "H", "H", "H", "H", "H", "H", "H", "H", "H", "H", "H", "H", "H", "H", "H", "H", "H", "O", "S", "C", "C", "C", "C", "S", "O", "C", "C", "C", "C", "C", "C", "C", "C", "C", "C", "C", "C", "H", "H", "H", "H", "H", "H", "H", "H", "H", "H", "H", "H", "H", "H", "H", "H", "H", "H", "I", "C", "C", "C", "C", "N", "C", "H", "H", "H", "H"],
  "xyz": [[-0.79685, -1.02748, -0.88520], [-1.06187, 3.71272, 3.39213], [-1.98438, 2.17320, 2.57506], [-2.63082, 1.34410, 4.24292], [-3.72520, 2.98975, 2.16888], [-3.92032, 3.57246, 0.76301], [-5.33259, 4.18032, 0.74669], [-3.93156, 2.49402, -0.34727], [-2.42241, 1.39036, -1.10359], [-1.69089, 2.75997, -2.30152], [-3.67227, 0.51755, -2.34827], [-2.89071, 4.68160, 0.50579], [-3.19649, 5.81355, -1.11323], [-4.15678, 7.28741, -0.25116], [-1.42466, 6.66793, -1.05971], [-1.39911, 3.86717, 4.41705], [-1.25221, 4.61591, 2.81688], [0.01420, 3.53924, 3.39194], [-3.17814, 2.07643, 4.83599], [-1.80475, 0.95376, 4.83747], [-3.29759, 0.51401, 4.00390], [-3.91179, 3.76888, 2.91353], [-4.47710, 2.21068, 2.33139], [-6.08316, 3.43049, 1.00411], [-5.57376, 4.58096, -0.24040], [-5.39890, 4.99036, 1.47494], [-4.26844, 2.98563, -1.26527], [-4.70260, 1.76424, -0.07963], [-2.34312, 2.88207, -3.16427], [-0.68526, 2.51807, -2.62856], [-1.64658, 3.70397, -1.77207], [-4.05424, 1.25288, -3.05609], [-4.51385, 0.10683, -1.78854], [-3.19344, -0.28993, -2.89779], [-1.89038, 4.23828, 0.44386], [-2.88803, 5.36622, 1.35881], [-5.19952, 7.02848, -0.07914], [-4.13227, 8.15837, -0.90534], [-3.69218, 7.55321, 0.69900], [-0.63766, 5.98215, -1.37409], [-1.20128, 7.02604, -0.05420], [-1.41931, 7.51909, -1.73955], [1.38473, -1.96551, 0.97994], [2.73780, -1.18074, 1.81256], [4.10654, -1.35248, 1.72421], [4.74927, -0.99104, 2.98207], [4.17819, 0.34137, 3.50172], [2.74982, 0.22378, 3.75177], [2.09135, 0.96037, 4.81287], [2.35036, 0.37516, 6.18136], [1.81198, -0.86110, 6.52550], [2.04785, -1.40413, 7.77783], [2.82696, -0.71579, 8.69872], [3.37247, 0.51233, 8.36042], [3.13651, 1.05338, 7.10344], [2.11658, -0.55045, 2.83005], [0.40723, -0.84375, 2.47002], [4.65697, -2.37718, 0.86097], [4.98326, -1.87176, -0.53565], [4.83395, -2.70234, -1.64004], [5.15106, -2.24729, -2.91306], [5.60898, -0.95112, -3.09450], [5.75875, -0.11519, -1.99598], [5.44811, -0.57421, -0.72510], [5.82160, -0.89213, 2.81411], [4.58109, -1.75810, 3.75051], [4.36835, 1.12390, 2.75659], [4.67923, 0.60881, 4.43242], [1.01962, 0.94229, 4.59693], [2.42373, 2.00246, 4.78819], [1.19756, -1.39789, 5.80883], [1.61922, -2.36184, 8.04304], [3.00219, -1.13214, 9.68171], [3.97781, 1.05459, 9.07468], [3.55884, 2.01930, 6.84851], [3.94660, -3.21064, 0.77534], [5.56075, -2.77168, 1.33029], [4.48595, -3.72101, -1.50252], [5.05032, -2.91021, -3.76457], [5.86352, -0.59780, -4.08548], [6.12487, 0.89461, -2.12853], [5.56812, 0.07429, 0.13307], [-0.03768, -2.79130, -1.43694], [-0.34601, -3.99794, -2.30776], [0.35220, -3.63084, -3.95363], [1.81112, -3.18834, -3.97378], [2.02397, -1.70538, -3.65485], [1.28889, -0.78577, -4.63563], [0.23802, 0.41135, -3.74177], [-0.57428, -0.41131, -2.74390], [-0.89494, 0.80683, -5.06946], [-1.88451, -0.08157, -5.46128], [-2.79196, 0.30440, -6.43372], [-2.70634, 1.56800, -7.00630], [-1.69601, 2.44054, -6.62559], [-0.79016, 2.06446, -5.64526], [0.81343, -5.28782, -1.84188], [1.75782, -5.08016, -0.85392], [2.63831, -6.10652, -0.54180], [2.55897, -7.31949, -1.20958], [1.58373, -7.52633, -2.17767], [0.69857, -6.50916, -2.49359], [-0.31907, -2.87284, -4.36065], [0.20954, -4.55446, -4.51626], [2.21294, -3.39723, -4.96782], [2.39000, -3.78397, -3.26512], [3.09378, -1.50064, -3.67884], [1.69382, -1.51408, -2.63360], [0.65165, -1.32566, -5.33446], [1.97162, -0.15914, -5.21084], [-1.95699, -1.06239, -5.00567], [-3.56941, -0.38114, -6.74264], [-3.43066, 1.87916, -7.74672], [-1.60603, 3.41316, -7.08933], [-0.01814, 2.75591, -5.32780], [1.79655, -4.13003, -0.34026], [3.38807, -5.96163, 0.22503], [3.26002, -8.10869, -0.97371], [1.51164, -8.48086, -2.68027], [-0.07331, -6.67013, -3.23809], [-5.92466, -0.63185, 2.24668], [-4.35719, -1.83981, 1.56572], [-4.34908, -3.20810, 1.79304], [-3.28745, -3.94804, 1.29642], [-2.28998, -3.30605, 0.58642], [-2.30265, -1.98684, 0.35529], [-3.31520, -1.26909, 0.85564], [-5.14468, -3.68467, 2.34946], [-3.23771, -5.01574, 1.45531], [-1.44507, -3.85861, 0.20494], [-3.28525, -0.20028, 0.69582]],
  "forces_ev_per_angstrom": [[0.062, -0.055, 0.150], [0.033, -0.065, -0.020], [0.005, -0.067, 0.183], [0.108, -0.077, -0.092], [-0.008, -0.026, -0.140], [0.130, 0.024, -0.037], [0.052, -0.002, -0.077], [0.043, -0.055, 0.097], [-0.488, 0.578, 0.082], [0.080, -0.132, 0.073], [0.008, -0.102, 0.006], [-0.089, -0.051, -0.088], [0.126, -0.011, 0.120], [-0.024, 0.050, 0.057], [-0.032, 0.034, 0.014], [-0.035, -0.006, -0.027], [-0.018, -0.014, -0.027], [-0.022, -0.037, 0.045], [0.005, 0.015, 0.003], [0.040, 0.031, -0.022], [0.010, 0.021, -0.013], [-0.008, 0.006, -0.015], [0.065, -0.018, 0.043], [-0.010, -0.002, -0.020], [-0.076, 0.011, 0.017], [-0.020, 0.004, -0.006], [-0.057, -0.073, -0.018], [0.041, -0.070, -0.053], [-0.023, -0.010, 0.006], [0.064, 0.000, -0.004], [0.033, 0.044, 0.099], [-0.007, -0.001, 0.003], [0.033, 0.008, 0.032], [0.043, 0.021, -0.041], [0.046, 0.115, -0.067], [0.041, -0.013, 0.003], [0.009, -0.036, -0.016], [0.030, -0.032, -0.041], [0.014, -0.017, -0.005], [-0.047, -0.054, -0.003], [-0.008, -0.018, 0.007], [-0.026, -0.009, -0.009], [-0.027, 0.237, -0.004], [-0.358, -0.318, 0.435], [0.380, 0.176, -0.385], [-0.067, -0.070, 0.088], [-0.017, -0.083, -0.044], [-0.034, 0.011, 0.060], [0.101, -0.233, 0.026], [0.023, 0.087, 0.021], [-0.019, -0.020, 0.007], [-0.026, -0.044, -0.039], [0.038, 0.058, 0.041], [0.016, -0.028, 0.027], [-0.033, 0.027, -0.003], [-0.014, 0.326, -0.582], [-0.097, 0.037, 0.272], [-0.117, 0.216, -0.028], [-0.127, 0.028, 0.031], [0.043, -0.037, 0.036], [0.206, -0.082, 0.049], [0.073, -0.011, -0.036], [-0.031, 0.018, 0.017], [-0.017, -0.042, -0.003], [-0.012, 0.022, 0.001], [0.031, 0.000, 0.002], [0.046, 0.011, 0.055], [-0.017, -0.018, 0.011], [-0.041, 0.101, 0.007], [-0.088, 0.017, -0.023], [0.009, -0.001, 0.007], [-0.005, 0.003, -0.007], [0.004, -0.017, -0.010], [0.003, -0.013, 0.002], [-0.020, 0.000, -0.022], [0.098, -0.116, 0.043], [-0.016, -0.023, 0.000], [-0.021, -0.022, 0.005], [0.020, -0.014, 0.007], [0.014, 0.003, -0.004], [0.015, -0.008, -0.004], [-0.038, 0.031, 0.001], [0.074, -0.243, 0.084], [0.310, -0.354, -0.573], [-0.017, 0.002, 0.252], [-0.056, 0.218, 0.125], [0.003, -0.002, -0.061], [-0.094, 0.089, 0.345], [0.114, -0.120, -0.732], [0.067, -0.103, -0.119], [0.092, 0.199, 0.271], [0.009, -0.191, 0.026], [-0.022, -0.027, 0.013], [0.074, 0.079, 0.025], [0.004, -0.067, -0.082], [0.114, 0.084, 0.080], [-0.236, 0.129, 0.087], [-0.023, 0.185, -0.009], [0.023, -0.063, -0.012], [0.049, 0.012, 0.015], [0.020, 0.028, 0.007], [-0.107, -0.015, -0.087], [-0.060, -0.078, -0.044], [-0.107, -0.015, 0.026], [-0.025, -0.068, -0.012], [0.040, -0.052, -0.063], [-0.223, 0.082, 0.000], [0.069, -0.016, 0.024], [-0.034, 0.057, -0.027], [-0.038, 0.035, -0.052], [-0.026, 0.033, 0.035], [-0.012, 0.011, 0.005], [0.017, -0.048, -0.037], [-0.056, 0.016, 0.027], [-0.008, -0.020, 0.031], [0.034, -0.023, -0.003], [-0.010, 0.024, 0.004], [-0.036, -0.022, 0.020], [-0.011, 0.009, -0.017], [0.007, -0.025, 0.006], [0.215, -0.195, -0.093], [-0.217, 0.162, 0.081], [0.061, 0.026, -0.025], [-0.006, 0.035, -0.001], [-0.055, -0.139, 0.108], [0.186, 0.260, -0.055], [-0.170, -0.033, 0.152], [-0.015, 0.000, -0.013], [0.038, 0.002, 0.005], [0.026, 0.009, -0.017], [0.016, 0.010, 0.029]]
}

---

- What is the formula in the second record?
  C50H67As3IMgN3O2S4